Formula: C3H5NO3
Source: the OMol25 dataset
Level of theory: ωB97M-V with the def2-TZVPD basis set

```
12
Properties=species:S:1:pos:R:3
C -0.535 1.059 0.123
C -1.316 -0.384 -0.129
C 0.614 -0.911 0.078
H 2.394 -0.216 -0.266
H -0.437 1.611 -0.817
H -0.775 1.778 0.991
H -1.871 -0.551 0.840
H -1.914 -0.529 -0.990
N 0.789 0.368 0.426
O 1.929 0.784 -0.299
O -0.483 -1.402 -0.117
O 1.605 -1.607 0.159
```

Summary:
energy relative to the best compared isomer or geometry (same formula, charge and spin)	479.1	kJ/mol
LUMO	0.70	eV

***

Formula: C5H4O
Source: the OMol25 dataset
Level of theory: ωB97M-V with the def2-TZVPD basis set

```
10
Properties=species:S:1:pos:R:3
O -2.424 -0.220 0.177
C -1.422 -0.679 -0.529
C -0.507 0.157 -1.122
C 0.361 -0.120 -0.128
C 1.572 0.479 0.197
C 2.623 0.916 0.552
H -2.436 0.757 0.118
H -1.408 -1.733 -0.800
H 0.098 -0.886 0.689
H 3.544 1.329 0.847
```

Summary:
energy relative to the best compared isomer or geometry (same formula, charge and spin)	462.0	kJ/mol
LUMO	0.39	eV

***

Formula: C22H24Br2N4O4
Source: the OMol25 dataset
Level of theory: ωB97M-V with the def2-TZVPD basis set

```
56
Properties=species:S:1:pos:R:3
N -6.508 -1.511 -1.237
C -5.836 -2.608 -0.841
O -6.383 -3.675 -0.661
C -4.319 -2.491 -0.682
C -3.728 -1.082 -0.670
N -4.184 -0.308 0.479
C -4.825 0.869 0.344
O -5.464 1.160 -0.650
C -4.564 1.842 1.490
C -3.150 2.265 1.199
C -2.909 3.152 0.154
C -1.621 3.403 -0.278
C -0.569 2.755 0.344
Br 1.193 3.031 -0.302
C -0.777 1.897 1.408
C -2.072 1.654 1.829
C -2.216 -1.094 -0.623
C -1.448 -0.462 -1.605
C -0.078 -0.413 -1.524
C 0.633 -1.001 -0.457
N 1.977 -0.823 -0.346
C 2.694 -0.837 0.906
C 3.689 0.327 0.960
C 4.614 0.353 -0.243
Br 5.867 -1.175 -0.169
C 3.810 0.305 -1.530
C 2.850 -0.881 -1.499
C -0.154 -1.682 0.498
N 0.402 -2.530 1.507
O 1.411 -3.153 1.237
O -0.205 -2.624 2.560
C -1.546 -1.686 0.427
H -6.132 -0.573 -1.241
H -7.508 -1.604 -1.316
H -4.061 -3.023 0.235
H -3.877 -3.051 -1.510
H -4.048 -0.540 -1.566
H -3.688 -0.490 1.338
H -4.654 1.353 2.458
H -5.260 2.676 1.422
H -3.741 3.627 -0.342
H -1.439 4.080 -1.098
H 0.056 1.414 1.895
H -2.233 0.979 2.657
H -1.944 0.017 -2.437
H 0.468 0.129 -2.279
H 3.220 -1.792 1.045
H 1.994 -0.713 1.735
H 3.142 1.272 0.970
H 4.263 0.254 1.885
H 5.260 1.233 -0.215
H 4.470 0.219 -2.395
H 3.248 1.238 -1.613
H 3.434 -1.810 -1.435
H 2.262 -0.922 -2.414
H -2.077 -2.218 1.203
```

Summary:
energy relative to the best compared isomer or geometry (same formula, charge and spin)	0.0	kJ/mol
SMILES string	NC(=O)C[C@@H](NC(=O)Cc1ccc(Br)cc1)c1ccc(N2CCC(Br)CC2)c([N+](=O)[O-])c1
LUMO	-0.45	eV

***

Formula: C10H16FeO10
Source: the OMol25 dataset
Level of theory: ωB97M-V with the def2-TZVPD basis set

```
37
Properties=species:S:1:pos:R:3
Fe -0.618 1.308 0.466
C 1.102 2.886 1.710
O 0.845 1.678 1.997
O 0.698 3.880 2.424
O 0.493 3.112 0.576
C -2.753 2.699 0.108
O -2.269 1.753 -0.604
O -2.550 3.906 -0.197
O -2.239 2.522 1.284
O -1.111 -0.472 1.468
C -1.829 -1.445 1.378
O -1.384 -2.683 1.451
C -0.016 -2.993 1.802
C 0.213 -4.455 1.545
C -3.292 -1.260 1.054
H 0.240 -2.573 2.774
H 0.493 -2.376 1.058
H -0.358 -5.062 2.248
H 1.251 -4.644 1.828
H 0.069 -4.725 0.501
H -3.919 -1.631 1.865
H -3.508 -1.693 0.076
H -3.584 -0.220 0.906
O 0.574 0.297 -0.886
C 1.514 -0.111 -1.535
O 2.356 0.730 -2.179
C 2.349 2.130 -1.907
C 1.283 2.857 -2.695
C 1.826 -1.585 -1.726
H 3.347 2.452 -2.209
H 2.209 2.304 -0.838
H 1.244 3.888 -2.342
H 0.296 2.420 -2.548
H 1.484 2.942 -3.766
H 1.428 -2.014 -2.645
H 1.238 -2.054 -0.936
H 2.876 -1.770 -1.504
```

Summary:
total charge	-2
energy relative to the best compared isomer or geometry (same formula, charge and spin)	224.0	kJ/mol
LUMO (alpha / beta)	4.18 / 4.18	eV
multiplicity	5

***

Formula: C6H18N2O2Si2
Source: the OMol25 dataset
Level of theory: ωB97M-V with the def2-TZVPD basis set

```
30
Properties=species:S:1:pos:R:3
C -1.477 -1.767 1.815
Si -1.465 -0.534 0.366
C -2.323 -1.173 -1.202
C -2.305 1.048 0.991
O 0.118 -0.344 -0.047
Si 1.280 0.803 -0.235
C 2.101 0.441 -1.938
C 2.676 0.677 1.070
C 0.666 2.584 -0.380
H -0.526 -2.217 1.953
H -1.820 -1.091 2.652
H -2.365 -2.420 1.809
H -2.208 -0.314 -1.786
H -1.914 -2.073 -1.712
H -3.422 -1.258 -1.291
H -2.023 1.870 0.310
H -3.339 0.872 1.039
H -1.965 1.367 1.946
H 3.035 0.937 -1.759
H 2.275 -0.601 -2.093
H 1.624 0.884 -2.862
H 2.468 1.013 2.087
H 2.955 -0.276 1.103
H 3.554 1.245 0.621
H 0.492 3.135 0.548
H 1.492 3.181 -0.961
H -0.150 2.723 -1.134
N 1.240 -2.200 0.480
N 0.897 -2.918 -0.283
O 0.430 -3.591 -1.104
```

Summary:
energy relative to the best compared isomer or geometry (same formula, charge and spin)	0.0	kJ/mol
SMILES string	C[Si](C)(C)O[Si](C)(C)C.N#[N+][O-]
LUMO	0.78	eV

***

Formula: C16H20N2O3
Source: the OMol25 dataset
Level of theory: ωB97M-V with the def2-TZVPD basis set

```
41
Properties=species:S:1:pos:R:3
O -1.848 -1.575 -1.106
N -0.765 -2.081 -1.321
C 0.216 -1.173 -0.583
C 0.152 -1.250 0.965
O -1.189 -1.601 1.355
C 0.706 0.050 1.527
C 0.284 1.388 1.380
C 1.164 2.228 2.012
C 1.270 3.682 2.155
C 0.245 4.543 1.772
C 0.495 5.906 1.973
C 1.578 6.359 2.775
C 2.672 5.482 2.976
C 2.442 4.178 2.729
O 2.178 1.355 2.366
N 1.826 -0.001 2.150
C -0.632 -3.471 -0.877
C -1.566 -4.464 -1.569
C -1.934 -4.233 -3.050
C -1.724 -2.756 -3.524
C -0.588 -1.986 -2.736
H 1.227 -1.389 -0.908
H 0.092 -0.094 -0.877
H 0.728 -2.100 1.326
H -1.695 -1.843 0.534
H -0.540 1.788 0.725
H -0.674 4.278 1.199
H -0.064 6.781 1.565
H 1.649 7.496 2.929
H 3.710 5.674 3.267
H 3.252 3.577 2.873
H 0.414 -3.806 -1.034
H -0.790 -3.566 0.174
H -2.454 -4.440 -0.983
H -1.085 -5.439 -1.487
H -1.366 -4.938 -3.626
H -3.010 -4.288 -3.118
H -1.454 -2.685 -4.651
H -2.717 -2.200 -3.379
H 0.432 -2.365 -2.887
H -0.639 -1.022 -3.009
```

Summary:
energy relative to the best compared isomer or geometry (same formula, charge and spin)	846.5	kJ/mol
SMILES string	[O-][N+]1(C[C@H](O)c2cc(-c3ccccc3)on2)CCCCC1
LUMO	0.19	eV